C29H37AsMnN2O2Se2 | wB97M-V/def2-TZVPD

Each line ends with the Löwdin spin population.
CARTESIAN COORDINATES (ANGSTROEM)
C1 4.3478 -1.4901 2.8060  0.000
C2 2.1336 1.8305 1.1830  -0.001
H1 -6.3002 1.0412 1.4887  0.000
H2 5.8695 -2.6735 3.7440  0.000
C3 2.6878 2.4673 0.0853  0.000
C4 1.2018 0.3898 3.1965  0.000
H3 -6.2540 -1.4192 0.1338  0.000
Se1 -1.8455 1.1907 1.1278  -0.016
C5 -0.2604 1.3641 5.3338  0.000
H4 -0.0936 3.2858 4.4039  0.000
C6 0.8984 0.2304 -2.5559  -0.006
O1 -2.3114 -1.7746 -0.0570  0.016
H5 1.5929 5.6109 0.6913  0.000
H6 1.0383 2.3751 -2.3759  0.000
C7 -4.3421 -0.3998 0.2923  0.001
H7 4.4917 1.2027 -3.5414  0.000
H8 3.2726 1.8980 -0.6285  0.000
H9 -5.3928 -0.0805 -1.5518  0.001
H10 3.2635 -1.2884 -4.2708  0.000
C8 3.6343 1.8533 -3.7147  0.000
C9 4.8191 0.8513 2.5734  0.000
H11 -1.8936 -2.5972 0.2004  0.001
C10 0.1617 2.2353 4.3417  -0.001
C11 1.3961 2.5536 2.1300  0.000
C12 -3.7315 -1.7951 0.1788  0.002
H12 3.9380 2.6322 -4.4150  0.000
C13 6.0564 0.6566 3.1735  0.000
H13 3.9716 -2.4204 -2.1207  0.000
C14 0.8962 1.7537 3.2663  0.000
C15 2.5060 3.8332 -0.0881  0.000
H14 -0.4050 1.7044 -1.6580  -0.004
H15 0.8123 -1.6006 -1.8952  0.003
C16 2.6582 -1.2398 -3.3660  0.000
H16 -4.2109 -2.3352 -0.6418  0.001
C17 1.1982 3.9167 1.9378  0.000
H17 -0.8364 1.7408 6.1693  0.000
Se2 -3.0775 0.2008 -2.4237  0.006
As1 2.1742 -0.0666 1.5722  -0.001
H18 3.3700 2.3280 -2.7704  0.000
C18 3.9533 -0.2211 2.3900  0.000
H19 2.7437 0.5917 -5.2121  0.000
H20 -0.2934 1.8013 -3.4084  0.000
H21 1.9370 -2.0585 -3.4421  0.000
C19 6.4370 -0.6080 3.5988  0.000
C20 5.5787 -1.6833 3.4166  0.000
H22 -4.6954 1.3740 -0.8727  0.001
C21 -5.7747 -0.7069 0.8089  0.000
H23 -0.2909 -0.6638 6.0375  0.000
H24 7.4005 -0.7559 4.0694  0.000
C22 1.7508 4.5496 0.8340  0.000
H25 4.3607 -0.6987 -2.1322  0.000
H26 2.9455 4.3389 -0.9394  0.000
H27 0.6091 4.4874 2.6442  0.000
H28 -3.6673 -0.1210 2.3134  0.000
H29 3.6876 -2.3374 2.6518  0.000
C23 0.2811 1.6013 -2.5039  -0.004
H30 -4.2819 1.3388 1.5381  0.001
H31 1.0021 -1.5375 4.1217  0.000
C24 3.5420 -1.4180 -2.1329  0.000
C25 -3.6698 0.4494 1.3813  0.008
N1 0.3884 -0.6887 -1.7962  0.008
C26 0.0453 0.0101 5.2599  0.000
H32 4.5250 1.8451 2.2584  0.000
H33 6.7226 1.4987 3.3133  0.000
H34 -5.7069 -1.1725 1.8008  0.000
N2 1.9410 0.0295 -3.3959  -0.004
C27 0.7742 -0.4795 4.1841  0.000
Mn1 -1.3681 -0.1507 -0.8036  0.975
H35 -3.8970 -2.3321 1.1171  0.000
O2 -6.6355 0.4130 0.8430  0.001
H36 1.6402 1.7540 -4.5285  0.000
H37 2.9753 -1.2772 -1.2112  0.000
C28 -4.5052 0.3197 -1.0604  0.013
C29 2.4518 1.0752 -4.2783  0.000

Properties
F_max in eV Å⁻¹: 0.24
Orbital gap (alpha / beta) in Eh: 0.24934 / 0.25415
⟨S²⟩: 1.11
Lowest unoccupied orbital energy (alpha / beta) in eV: 0.263 / 0.262
Energy relative to the best compared isomer or geometry (same formula, charge and spin) in kJ/mol: 0.0
Spin multiplicity: 2
Energy in Ha: -9576.82854

C4H7NO2S | wB97M-V/def2-TZVPD

Each line ends with the Löwdin charge.
CARTESIAN COORDINATES (ANGSTROEM)
H1 -1.8943 0.4695 0.9770  0.106
H2 -0.2262 0.0434 -2.1598  0.069
N1 -1.6644 0.5164 -0.0867  0.096
H3 0.2358 -1.3281 1.4306  0.144
C1 -0.3345 0.0123 -0.0693  -0.227
H4 3.3206 -0.1489 0.7397  -0.261
S1 2.9358 -1.3786 0.2938  0.362
H5 1.2416 -0.6840 -1.3147  -0.003
H6 0.8423 0.3843 1.6219  0.114
C2 0.1562 -0.4308 -1.2689  0.152
C3 -2.1767 1.4514 -0.9728  -0.286
C4 -0.0254 -0.2490 1.4049  -0.354
O1 -1.0649 0.0666 2.1874  -0.099
O2 -1.7873 1.6061 -2.1064  0.049
H7 -2.9921 2.0129 -0.4972  0.140

Properties
F_max in eV Å⁻¹: 3.82
Orbital gap in Eh: 0.14923
Lowest unoccupied orbital energy in eV: -4.811
Energy relative to the best compared isomer or geometry (same formula, charge and spin) in kJ/mol: 774.8
Energy in Ha: -759.78145

C27H45Cl4O2PTc | wB97M-V/def2-TZVPD

Each line ends with the Löwdin spin population.
CARTESIAN COORDINATES (ANGSTROEM)
H1 -2.0827 -4.2918 -2.2959  0.000
H2 -1.7533 -0.8228 -4.0561  0.000
C1 3.5868 2.6051 -0.8708  -0.044
C2 -1.3657 0.6384 2.6612  0.000
H3 2.7230 -4.1313 3.2293  0.000
H4 -0.8684 -3.3212 -3.1594  0.000
Cl1 6.3011 0.2867 -1.1850  0.002
C3 1.3287 4.6296 -3.2400  0.003
C4 -2.8548 -2.4670 -3.1938  0.000
H5 -2.2218 1.5040 4.4434  0.000
O1 2.6375 0.0781 -0.5132  0.102
H6 1.0616 -0.6876 3.1046  0.000
C5 2.5022 3.7614 -2.7728  0.016
C6 -1.7431 -3.2643 -2.4943  0.000
H7 0.0460 2.9140 -3.4416  0.009
H8 -2.9327 -0.2928 -1.2924  0.000
H9 -1.4750 4.1720 -1.4337  0.001
H10 -0.0450 -1.0657 -1.9835  0.002
C7 3.7077 -0.5294 -1.0073  0.013
C8 -0.1840 -2.6914 1.9304  -0.001
H11 -3.7996 -2.6076 -2.6455  0.000
H12 -0.9899 -3.1095 1.3110  0.000
C9 5.0367 -0.4598 -0.1584  0.003
H13 -0.6466 -2.2471 2.8285  0.000
C10 -0.0113 3.9285 -3.0327  0.039
Tc1 1.5746 1.7523 -0.5529  2.059
H14 -2.1015 -2.7271 -0.4336  0.000
H15 4.2433 2.2388 -1.6789  0.000
H16 1.1471 -4.2969 1.4232  0.000
H17 -0.5311 1.3499 2.5828  0.001
C11 2.4657 3.4462 -1.2887  0.016
H18 0.2116 -4.5797 2.9078  0.000
C12 -0.9394 -1.1499 -1.3351  0.002
H19 3.1848 -2.3507 1.6662  0.000
C13 1.6027 -1.0150 2.2090  0.000
C14 0.6211 -1.6197 1.1936  -0.002
C15 -3.7661 0.3405 3.4515  0.000
H20 -0.4280 -3.1906 -0.7886  0.000
H21 0.1638 4.5943 -0.9323  0.010
H22 4.1086 2.7795 0.0821  0.002
H23 -3.4379 -0.4306 -3.6606  0.000
H24 -0.8019 4.4428 -3.5961  0.004
H25 -4.9163 -1.0046 2.1828  0.000
H26 -2.8150 2.2088 2.9219  0.000
C16 -1.8056 0.1783 1.2626  -0.001
H27 1.3581 5.5655 -2.6660  0.001
H28 -3.2395 -1.2035 0.3676  0.000
C17 -0.1969 2.5124 -0.9698  0.447
H29 -3.0085 -2.8825 -4.1948  0.000
C18 -2.0778 -0.3456 -1.9837  0.006
H30 -0.9932 -0.2319 3.2253  0.000
C19 0.7694 -3.8214 2.3403  0.000
H31 -2.5689 -1.7300 1.9153  0.000
O2 3.7586 -1.1734 -2.0342  0.006
Cl2 1.5311 2.6445 1.5911  0.209
C20 -1.2904 -2.6314 -1.1745  0.000
H32 3.3775 -1.6700 3.2766  0.000
C21 2.6352 -2.0788 2.5780  0.000
H33 -4.6242 0.8898 3.8498  0.000
Cl3 5.4683 -2.1530 0.2341  0.000
H34 3.4352 4.3107 -2.9260  0.001
H35 -4.5333 0.5754 1.4470  0.000
H36 -1.7513 0.6884 -2.1433  0.006
C22 1.9733 -3.3310 3.1649  0.000
C23 -2.5458 -0.9665 -3.3069  0.000
H37 1.6479 -3.1133 4.1928  0.000
H38 2.2493 4.3515 -0.6895  0.008
Cl4 4.8956 0.4587 1.3788  0.000
H39 -3.5767 -0.4866 4.1519  0.000
C24 -2.5414 1.2676 3.4181  0.000
H40 2.0981 -0.1190 1.8140  0.000
H41 1.4554 4.8917 -4.2977  0.001
H42 2.5542 2.8533 -3.3835  0.004
C25 -0.4123 3.8821 -1.5434  0.059
C26 -2.9318 -0.8503 1.3600  0.000
P1 -0.3698 -0.3820 0.2498  -0.012
C27 -4.1375 -0.2339 2.0772  0.000
H43 -1.1859 2.0425 -0.7537  0.025
H44 -2.1693 1.0589 0.7068  0.000
H45 1.2095 -2.0837 0.3789  0.000

Properties
F_max in eV Å⁻¹: 3.84
Orbital gap (alpha / beta) in Eh: 0.24081 / 0.23239
⟨S²⟩: 3.79
Lowest unoccupied orbital energy (alpha / beta) in eV: -0.753 / -1.994
Energy relative to the best compared isomer or geometry (same formula, charge and spin) in kJ/mol: 77.7
Spin multiplicity: 4
Energy in Ha: -3469.11492